No. 1
C71H169N23O17 | the ωB97M-V functional and the def2-TZVPD basis

Properties
M (g mol⁻¹): 1617.28
Strongest force on any atom (eV/A): 7.71
E_LUMO (eV): -0.01
Orbital gap (eV): 7.68

Last column: Mulliken charge in e.
Geometry (Å):
C  -0.669  7.264  1.463  0.65
O  -0.813  7.889  0.439  -0.74
N  -0.513  7.701  2.631  -0.31
N  -0.705  5.995  1.393  0.05
H  -0.217  7.036  3.331  0.21
H  -0.771  8.661  2.809  0.19
H  -0.276  5.510  2.168  0.11
H  -1.186  5.404  0.730  -0.06
C  0.465  -4.437  -0.401  0.38
O  1.544  -3.944  -0.069  -0.74
N  0.306  -5.674  -0.742  -0.29
N  -0.629  -3.744  -0.443  0.85
H  -0.528  -5.932  -1.249  0.13
H  1.143  -6.238  -0.697  0.30
H  -0.449  -2.773  -0.229  -1.13
H  -1.555  -4.145  -0.428  -0.21
C  -5.491  3.767  -0.065  0.40
O  -6.446  3.677  0.656  -0.78
N  -5.135  4.745  -0.752  -0.14
N  -4.753  2.715  -0.312  0.21
H  -4.226  4.780  -1.190  0.23
H  -5.775  5.526  -0.722  0.22
H  -5.018  1.826  0.088  0.05
H  -3.788  2.808  -0.597  -0.29
C  1.137  4.200  4.215  0.67
O  0.169  4.819  3.813  -0.80
N  2.131  4.863  4.785  -0.39
N  1.317  2.870  4.156  -0.20
H  3.055  4.484  4.941  0.14
H  1.840  5.781  5.089  0.24
H  0.734  2.193  3.685  0.23
H  2.240  2.575  4.443  0.06
C  -1.707  -1.577  -6.006  0.35
O  -1.677  -0.927  -6.989  -0.71
N  -0.930  -1.423  -4.945  1.04
N  -2.562  -2.525  -5.811  -0.27
H  -0.179  -0.756  -5.049  -0.65
H  -0.829  -2.167  -4.269  -0.22
H  -2.565  -2.905  -4.875  0.08
H  -3.085  -2.802  -6.629  0.22
C  -2.685  5.208  -3.149  0.71
O  -2.598  4.547  -2.119  -0.66
N  -3.740  5.876  -3.491  -0.33
N  -1.748  5.216  -4.055  -0.20
H  -3.697  6.292  -4.410  0.15
H  -4.437  6.186  -2.829  0.20
H  -1.911  5.525  -5.003  0.10
H  -0.887  4.719  -3.879  -0.18
C  -5.591  -1.139  -1.843  0.47
O  -4.797  -1.290  -0.980  -0.51
N  -6.846  -1.253  -1.675  -0.38
N  -5.226  -0.787  -3.038  -0.12
H  -7.322  -1.376  -0.793  0.27
H  -7.452  -1.026  -2.450  0.13
H  -4.234  -0.915  -3.177  -0.08
H  -5.785  -0.535  -3.841  0.22
C  -2.652  3.696  -6.710  0.38
O  -2.289  4.395  -7.610  -0.69
N  -3.839  3.815  -6.177  -0.29
N  -2.027  2.689  -6.136  0.49
H  -4.137  3.095  -5.535  0.30
H  -4.263  4.679  -6.484  0.23
H  -2.260  2.332  -5.220  0.10
H  -1.139  2.417  -6.533  -0.12
C  3.141  -1.451  3.271  -1.24
C  3.561  -2.674  4.150  1.78
C  4.297  -3.764  3.273  -0.93
C  5.032  -4.803  4.076  -0.77
C  6.003  -4.165  5.138  -1.10
C  5.286  -3.158  6.064  1.09
N  4.482  -2.144  5.222  1.09
O  4.010  -0.974  5.847  -0.57
C  4.415  -3.914  7.116  -1.80
C  6.474  -2.339  6.790  -1.70
C  2.336  -3.382  4.720  -1.94
H  2.206  -1.015  3.623  0.62
H  2.977  -1.647  2.211  0.11
H  3.843  -0.618  3.306  -0.41
H  3.571  -4.204  2.589  0.34
H  5.114  -3.237  2.781  0.18
H  5.681  -5.332  3.378  0.44
H  4.359  -5.549  4.500  0.41
H  6.846  -3.694  4.633  0.36
H  6.380  -4.977  5.759  0.37
H  3.738  -3.238  7.639  0.37
H  3.984  -4.902  6.948  0.28
H  5.075  -4.236  7.922  0.55
H  6.940  -2.872  7.619  0.38
H  7.210  -2.044  6.043  0.30
H  6.151  -1.370  7.169  0.38
H  1.968  -2.992  5.669  0.36
H  2.465  -4.439  4.953  0.27
H  1.480  -3.334  4.047  0.42
H  4.428  -0.206  5.449  0.28
C  0.167  1.054  -2.412  -0.90
C  -0.467  0.458  -1.175  2.25
C  0.631  -0.399  -0.369  -0.09
C  0.301  -0.519  1.082  1.78
C  -0.007  0.836  1.698  -1.83
C  -1.290  1.506  1.155  2.65
N  -1.070  1.548  -0.359  -0.15
O  -2.137  2.097  -1.043  1.42
C  -2.486  0.571  1.582  -0.37
C  -1.570  2.909  1.622  -2.79
C  -1.403  -0.633  -1.555  0.97
H  -0.544  1.611  -3.021  -0.29
H  0.762  0.270  -2.881  -0.37
H  0.965  1.763  -2.192  0.27
H  0.697  -1.439  -0.688  -0.57
H  1.610  0.057  -0.518  0.27
H  1.159  -0.972  1.578  -0.96
H  -0.523  -1.206  1.277  -1.24
H  0.867  1.464  1.524  0.50
H  -0.228  0.804  2.765  1.13
H  -3.449  1.080  1.549  -0.16
H  -2.877  -0.270  1.010  -0.90
H  -2.385  0.179  2.594  0.57
H  -2.565  3.199  1.285  0.42
H  -1.434  2.980  2.701  0.58
H  -0.690  3.467  1.304  0.58
H  -2.249  -0.220  -2.104  -0.02
H  -1.834  -1.178  -0.715  -0.27
H  -0.965  -1.381  -2.216  -0.89
H  -1.839  2.993  -1.218  0.07
C  6.262  3.881  0.762  -1.85
C  5.651  2.431  0.771  2.17
C  5.898  1.720  -0.558  -0.21
C  7.230  1.001  -0.772  -1.17
C  7.356  0.045  0.383  -1.27
C  7.288  0.697  1.880  2.00
N  6.094  1.624  1.888  1.05
O  5.907  2.239  3.107  -0.58
C  7.181  -0.394  2.971  -2.50
C  8.579  1.479  2.006  -1.74
C  4.112  2.527  0.862  -2.48
H  7.350  3.936  0.815  0.35
H  6.001  4.499  1.621  0.39
H  5.923  4.463  -0.095  0.35
H  5.097  1.071  -0.910  0.16
H  5.845  2.436  -1.378  -0.21
H  8.042  1.726  -0.715  0.39
H  7.161  0.304  -1.607  0.45
H  8.231  -0.605  0.376  0.50
H  6.550  -0.687  0.321  0.27
H  7.795  -1.294  2.937  0.44
H  7.394  -0.074  3.991  0.46
H  6.170  -0.797  3.024  0.40
H  8.750  1.952  1.039  0.31
H  8.653  2.223  2.799  0.31
H  9.432  0.811  2.127  0.45
H  3.501  3.095  0.161  0.50
H  3.812  2.854  1.858  0.54
H  3.770  1.494  0.804  0.28
H  5.290  1.699  3.606  0.29
C  0.880  2.025  -6.811  -2.03
C  2.004  3.001  -6.562  2.08
C  1.308  4.408  -6.386  -0.22
C  2.201  5.537  -5.786  -1.20
C  2.824  4.979  -4.456  -1.36
C  3.596  3.665  -4.614  2.63
N  2.810  2.661  -5.432  0.33
O  3.482  1.470  -5.620  0.09
C  5.017  3.993  -5.079  -1.90
C  3.767  3.119  -3.228  -2.23
C  2.813  3.028  -7.867  -1.90
H  0.143  2.175  -7.600  0.96
H  0.269  1.903  -5.916  -0.42
H  1.273  1.025  -6.993  0.23
H  1.012  4.688  -7.398  0.65
H  0.372  4.475  -5.833  -0.85
H  1.760  6.519  -5.614  0.46
H  3.019  5.865  -6.427  0.40
H  1.974  4.818  -3.794  0.22
H  3.465  5.777  -4.080  0.58
H  5.279  4.949  -5.532  0.42
H  5.853  3.680  -4.453  0.37
H  5.199  3.521  -6.044  0.28
H  4.362  2.206  -3.247  0.60
H  4.424  3.736  -2.615  0.56
H  2.843  2.878  -2.702  -0.40
H  2.300  3.132  -8.823  0.43
H  3.253  2.051  -8.069  0.42
H  3.679  3.650  -7.641  0.45
H  4.127  1.678  -6.300  0.26
C  -5.392  2.793  6.107  -1.94
C  -5.649  1.508  5.289  1.98
C  -5.375  0.261  6.210  -0.70
C  -6.481  -0.046  7.221  -0.79
C  -7.762  -0.271  6.397  -1.22
C  -8.145  1.027  5.578  1.57
N  -7.031  1.393  4.746  0.39
O  -7.338  2.483  3.916  -0.45
C  -9.298  0.646  4.760  -2.10
C  -8.676  2.100  6.540  -1.65
C  -4.594  1.299  4.181  -1.94
H  -5.783  2.877  7.121  0.31
H  -5.706  3.672  5.543  0.44
H  -4.311  2.862  6.228  0.47
H  -5.370  -0.671  5.646  -0.27
H  -4.400  0.309  6.695  0.57
H  -6.599  0.698  8.009  0.40
H  -6.282  -0.997  7.714  0.44
H  -8.662  -0.520  6.959  0.45
H  -7.540  -1.146  5.786  0.27
H  -9.533  1.469  4.086  0.53
H  -9.203  -0.133  4.003  0.37
H  -10.218  0.553  5.336  0.42
H  -8.975  2.986  5.980  0.33
H  -9.491  1.758  7.178  0.44
H  -7.880  2.369  7.235  0.31
H  -4.827  2.099  3.478  0.49
H  -4.668  0.335  3.677  0.07
H  -3.553  1.475  4.450  0.49
H  -7.872  2.105  3.214  0.32
C  -4.451  -2.420  2.803  -1.64
C  -4.245  -3.979  2.543  2.60
C  -5.165  -4.794  3.452  -1.44
C  -5.118  -6.339  3.229  -0.84
C  -5.544  -6.601  1.770  -1.14
C  -4.772  -5.794  0.684  1.35
N  -4.512  -4.357  1.152  -0.50
O  -3.670  -3.732  0.281  2.30
C  -3.482  -6.563  0.396  -1.81
C  -5.572  -5.781  -0.606  -1.41
C  -2.765  -4.251  2.903  -1.77
H  -4.968  -2.317  3.757  0.06
H  -4.837  -1.828  1.973  0.17
H  -3.480  -1.944  2.938  0.18
H  -4.852  -4.647  4.486  0.48
H  -6.169  -4.405  3.280  0.52
H  -5.770  -6.902  3.897  0.40
H  -4.087  -6.667  3.361  0.36
H  -6.590  -6.294  1.794  0.34
H  -5.364  -7.663  1.603  0.44
H  -2.928  -6.544  1.335  0.39
H  -3.661  -7.575  0.035  0.53
H  -2.854  -6.099  -0.364  0.06
H  -5.120  -5.100  -1.327  -0.19
H  -5.675  -6.798  -0.986  0.44
H  -6.601  -5.472  -0.425  0.41
H  -2.456  -5.294  2.834  0.36
H  -2.602  -3.934  3.933  0.53
H  -2.076  -3.592  2.377  -0.10
H  -4.165  -2.969  -0.025  -0.36
C  1.971  -2.322  -5.531  -0.98
C  2.601  -3.460  -4.763  2.16
C  3.772  -4.082  -5.608  -1.52
C  5.183  -3.525  -5.546  -0.52
C  5.600  -3.394  -4.079  -1.33
C  4.540  -2.600  -3.158  1.84
N  3.141  -3.117  -3.431  -0.54
O  2.262  -2.594  -2.496  1.21
C  4.881  -2.882  -1.644  -2.20
C  4.689  -1.062  -3.498  -1.23
C  1.545  -4.493  -4.485  -1.86
H  1.627  -1.576  -4.814  -0.82
H  2.615  -1.711  -6.162  0.37
H  1.196  -2.787  -6.140  0.53
H  3.829  -5.120  -5.282  0.41
H  3.460  -4.019  -6.650  0.38
H  5.926  -4.090  -6.110  0.43
H  5.210  -2.519  -5.964  0.26
H  6.587  -2.931  -4.088  0.42
H  5.648  -4.395  -3.650  0.42
H  4.256  -2.292  -0.973  0.18
H  5.897  -2.665  -1.314  0.43
H  4.682  -3.940  -1.469  0.53
H  3.940  -0.420  -3.035  -0.17
H  4.445  -0.801  -4.528  0.21
H  5.698  -0.740  -3.238  0.42
H  0.680  -4.041  -4.000  0.10
H  1.298  -5.036  -5.397  0.42
H  1.877  -5.203  -3.727  0.44
H  2.264  -3.307  -1.854  -0.18
O  -4.120  1.826  -3.949  -0.76
H  -5.014  1.991  -3.647  0.33
H  -3.590  1.845  -3.152  -0.06
O  -3.247  -3.283  -2.714  -0.75
H  -4.078  -3.756  -2.699  0.26
H  -3.379  -2.547  -2.116  -0.29

---

No. 2
C71H50Cl4IrN4P2 | the ωB97M-V functional and the def2-TZVPD basis

Properties
M (g mol⁻¹): 1355.19
Strongest force on any atom (eV/A): 1.75
Total charge: +1
E_LUMO (eV): -3.77
Orbital gap (eV): 5.96

Last column: Mulliken charge in e.
Geometry (Å):
Ir  -0.157  1.301  0.289  0.74
Cl  5.359  1.857  -7.330  -0.20
C  4.379  1.840  -5.903  0.18
C  4.404  2.923  -5.041  -1.04
C  3.609  2.911  -3.905  -0.75
C  2.788  1.823  -3.614  0.57
C  2.773  0.752  -4.507  0.31
C  3.565  0.750  -5.644  -1.31
C  1.901  1.783  -2.413  0.65
C  2.398  2.122  -1.161  0.82
C  3.717  2.643  -0.878  -1.35
C  3.691  3.139  0.373  -1.56
C  2.389  2.851  0.930  0.46
C  1.935  3.202  2.205  0.94
C  2.657  4.277  2.953  0.42
C  1.954  5.427  3.307  -0.23
C  2.580  6.480  3.955  -1.03
C  3.926  6.382  4.266  0.30
Cl  4.723  7.696  5.062  -0.20
C  4.638  5.236  3.956  -1.29
C  4.003  4.192  3.301  0.10
C  0.795  2.674  2.804  0.74
N  -0.090  1.782  2.241  -0.44
C  -0.995  1.437  3.200  0.31
C  -2.178  0.720  2.995  1.27
C  -2.949  0.326  4.211  0.27
C  -2.350  -0.495  5.165  0.49
C  -3.046  -0.914  6.288  -1.25
C  -4.353  -0.493  6.470  0.31
Cl  -5.230  -1.008  7.871  -0.20
C  -4.964  0.340  5.546  -1.11
C  -4.261  0.743  4.422  -0.09
C  -2.717  0.487  1.740  0.64
C  -4.033  -0.035  1.450  -1.55
C  -4.249  0.133  0.131  -1.57
C  -3.046  0.694  -0.433  0.01
N  -2.113  0.855  0.557  -0.02
C  -2.863  1.020  -1.767  1.03
C  -1.632  1.299  -2.351  0.59
C  -1.428  1.576  -3.744  -1.80
C  -0.096  1.689  -3.941  -1.73
C  0.543  1.530  -2.659  0.46
N  -0.411  1.274  -1.712  -0.20
C  -4.091  1.107  -2.617  -0.65
C  -4.595  -0.011  -3.272  0.53
C  -5.724  0.089  -4.070  -1.18
C  -6.357  1.314  -4.202  0.37
Cl  -7.770  1.444  -5.197  -0.20
C  -5.878  2.436  -3.545  -1.03
C  -4.744  2.327  -2.753  0.02
C  -0.644  2.094  4.436  -1.53
C  0.429  2.871  4.186  -1.87
N  1.642  2.201  -0.009  -0.30
H  5.037  3.772  -5.261  0.44
H  3.593  3.781  -3.262  0.68
H  2.145  -0.107  -4.300  0.74
H  3.552  -0.091  -6.324  0.45
H  4.560  2.630  -1.548  0.80
H  4.493  3.652  0.874  0.68
H  0.905  5.508  3.050  0.48
H  2.028  7.374  4.212  0.43
H  5.682  5.161  4.228  0.43
H  4.551  3.281  3.101  0.37
H  -1.330  -0.833  5.016  0.28
H  -2.581  -1.561  7.019  0.45
H  -5.978  0.676  5.711  0.43
H  -4.728  1.417  3.715  0.60
H  -4.709  -0.472  2.166  0.78
H  -5.137  -0.119  -0.426  0.63
H  -2.218  1.673  -4.471  0.67
H  0.413  1.918  -4.863  0.61
H  -4.099  -0.968  -3.153  0.68
H  -6.114  -0.779  -4.586  0.47
H  -6.389  3.384  -3.650  0.44
H  -4.365  3.201  -2.236  0.55
H  -1.198  2.010  5.356  0.56
H  0.946  3.520  4.873  0.62
C  -1.310  -2.411  1.568  -0.27
C  0.207  -2.170  1.641  -2.64
P  1.005  -0.752  0.757  2.69
C  2.261  -1.560  -0.286  0.87
C  2.458  -1.227  -1.616  0.91
C  3.464  -1.844  -2.348  -0.58
C  4.269  -2.802  -1.749  -0.90
C  4.077  -3.130  -0.413  -1.29
C  3.083  -2.506  0.323  -0.74
C  2.175  -0.186  2.077  0.27
C  1.807  -0.170  3.423  -0.14
C  2.725  0.155  4.409  -1.17
C  4.031  0.471  4.064  -0.77
C  4.396  0.507  2.727  -1.10
C  3.472  0.195  1.741  0.14
C  -1.903  -2.389  0.141  -1.16
P  -0.674  -2.963  -1.108  1.30
C  -1.638  -2.937  -2.668  0.42
C  -2.586  -3.902  -3.006  -0.82
C  -3.269  -3.822  -4.212  -0.82
C  -3.009  -2.780  -5.095  -0.73
C  -2.063  -1.818  -4.770  -0.41
C  -1.382  -1.897  -3.562  0.06
C  -0.550  -4.753  -0.761  0.67
C  -1.479  -5.487  -0.028  -0.29
C  -1.321  -6.858  0.136  -0.79
C  -0.231  -7.507  -0.425  -0.55
C  0.712  -6.782  -1.142  -0.68
C  0.557  -5.413  -1.301  -0.80
H  -1.828  -1.699  2.199  -0.41
H  -1.477  -3.405  1.989  0.65
H  0.684  -3.049  1.202  0.83
H  0.523  -2.092  2.676  1.36
H  1.826  -0.486  -2.075  -0.48
H  3.622  -1.575  -3.383  0.41
H  5.051  -3.287  -2.318  0.43
H  4.714  -3.864  0.064  0.46
H  2.965  -2.747  1.372  0.49
H  0.791  -0.405  3.714  -0.01
H  2.418  0.157  5.447  0.52
H  4.759  0.691  4.835  0.45
H  5.406  0.778  2.444  0.43
H  3.775  0.230  0.703  0.45
H  -2.126  -1.376  -0.170  -0.45
H  -2.832  -2.959  0.095  1.29
H  -2.786  -4.726  -2.332  0.42
H  -4.000  -4.578  -4.468  0.43
H  -3.541  -2.720  -6.036  0.46
H  -1.860  -1.003  -5.454  0.44
H  -0.631  -1.152  -3.313  0.05
H  -2.337  -5.000  0.418  0.33
H  -2.052  -7.419  0.704  0.43
H  -0.111  -8.574  -0.294  0.39
H  1.571  -7.284  -1.570  0.43
H  1.300  -4.840  -1.848  0.37

---

| no. | E (eV) |
| --- | --- |
| 1 | -145441.0028 |
| 2 | -151904.3987 |